Record 1
14
Properties=species:S:1:pos:R:3:forces:R:3:mulliken_charge:R:1 method="wB97M-V/def2-TZVPD" e_above_lowest_kcal_mol=54.1 homo_ev=-9.50 homo_lumo_gap_ev=10.4980 mol_weight_da=84.118
O -1.92815 0.44066 1.96393 -0.214 -0.339 0.327 -0.5119
C -0.14067 -0.24875 0.56748 0.551 -0.263 1.115 0.3815
C -1.29177 -0.43942 1.43945 -1.591 0.750 -0.339 -0.2533
C 0.97517 0.31089 -1.20836 0.044 -0.042 0.110 -0.5201
C 0.55039 1.04231 0.09637 0.099 0.186 0.286 -0.6286
C -0.14179 -0.72169 -0.93178 0.028 -0.346 0.375 -0.6873
H 1.34873 1.33964 0.77539 0.041 0.219 -0.200 0.2826
H 0.34894 -0.67895 1.57254 1.375 -0.185 -2.661 0.1849
H -0.10755 1.89907 -0.08116 -0.048 -0.251 0.072 0.2724
H -1.08223 -0.35833 -1.38958 0.277 -0.181 0.451 0.2481
H 1.95940 -0.15925 -1.11855 -0.101 0.159 0.082 0.2400
H -0.03230 -1.77316 -1.20362 0.249 0.109 0.058 0.3638
H -1.40729 -1.53608 1.66386 -0.555 0.417 0.028 0.3096
H 0.94912 0.88304 -2.14596 -0.155 -0.234 0.296 0.3183

***

Record 2
14
Properties=species:S:1:pos:R:3:forces:R:3:mulliken_charge:R:1 method="wB97M-V/def2-TZVPD" e_above_lowest_kcal_mol=27.3 homo_ev=-9.44 homo_lumo_gap_ev=10.5688 mol_weight_da=84.118
O 0.08739 0.71473 -1.29879 0.194 -0.011 -0.170 -0.3957
C -0.01439 0.90831 1.08702 0.022 -0.038 -0.067 -0.4651
C -0.71928 -1.17785 -0.07819 -0.057 0.113 0.116 -0.2739
C 0.87719 0.94507 -0.14926 0.195 0.108 0.214 -0.5890
C -0.75075 -0.41477 1.01754 -0.016 -0.122 -0.132 -0.3418
C -0.10519 -0.67608 -1.36720 -0.101 -0.265 -0.054 -0.5730
H 1.47166 1.83559 -0.34502 -0.245 0.271 0.366 0.3562
H 1.57852 0.10484 -0.03131 0.168 0.196 -0.088 0.3286
H -0.71041 1.75643 1.14170 0.126 -0.135 -0.122 0.2907
H 0.88487 -1.12351 -1.56543 -0.263 -0.307 0.056 0.2892
H -0.74035 -0.89639 -2.23013 -0.054 0.079 0.161 0.3364
H -1.17294 -2.16638 -0.08280 0.000 0.144 -0.002 0.3850
H 0.59941 0.94333 1.99864 -0.105 -0.034 -0.160 0.2941
H -1.28572 -0.75333 1.90321 0.134 0.000 -0.117 0.3583

***

Record 3
14
Properties=species:S:1:pos:R:3:forces:R:3:mulliken_charge:R:1 method="wB97M-V/def2-TZVPD" e_above_lowest_kcal_mol=54.2 homo_ev=-8.64 homo_lumo_gap_ev=9.5411 mol_weight_da=84.118
O 1.28407 -0.28549 1.77872 -1.192 1.188 -0.254 -0.5648
C 0.13566 1.04417 -0.09302 -0.302 0.159 -1.722 -1.0203
C -1.05310 0.55051 -0.47527 -0.066 0.232 0.006 0.1967
C 1.91300 -0.42790 0.59771 0.047 0.302 -0.564 -0.3191
C 1.33930 0.21397 -0.41804 0.294 -0.042 0.125 -0.1457
C -1.38863 -0.90707 -0.54983 0.014 -0.025 -0.143 -1.0255
H -1.81996 1.23419 -0.82791 -0.353 0.098 0.728 0.3764
H -2.42108 -1.04878 -0.20623 0.211 -0.029 -0.058 0.3481
H 0.24747 2.11676 0.08656 0.034 -0.175 -0.300 0.4374
H 1.60884 0.13947 -1.46357 0.267 -0.006 0.154 0.3381
H -0.71572 -1.50372 0.07497 -0.113 0.116 -0.183 0.2941
H -1.33820 -1.28536 -1.57540 -0.006 -0.008 0.021 0.2608
H 0.50658 0.36279 1.41968 1.569 -1.773 1.852 0.4531
H 2.83853 -1.00021 0.53379 -0.406 -0.037 0.338 0.3706

***

Record 4
14
Properties=species:S:1:pos:R:3:forces:R:3:mulliken_charge:R:1 method="wB97M-V/def2-TZVPD" e_above_lowest_kcal_mol=45.1 homo_ev=-8.94 homo_lumo_gap_ev=9.6870 mol_weight_da=84.118
O -1.03170 -1.16636 -1.17972 -0.962 0.159 0.113 -0.4730
C 0.16888 1.09023 -0.03136 0.327 -0.049 -0.105 -0.4470
C -1.24349 0.70263 0.35564 0.022 -0.127 0.000 -0.4998
C 1.11246 0.14910 -0.14742 0.303 0.358 0.227 -0.0827
C 1.29113 -1.06572 0.70922 0.016 0.019 0.042 -0.9701
C -1.44108 -0.05174 -0.96045 -0.314 -0.435 -0.120 0.0962
H -1.93340 1.54889 0.45935 0.254 -0.180 -0.090 0.2829
H -1.34396 0.04285 1.22280 0.172 0.067 -0.230 0.2493
H 0.26983 2.01423 -0.59685 -0.050 -0.206 -0.101 0.3299
H 1.85127 0.25316 -0.93799 0.441 0.454 0.473 0.3251
H -1.84334 0.57542 -1.77973 -0.158 -0.099 -0.024 0.3317
H 1.56753 -1.96840 0.15523 -0.122 0.217 -0.050 0.2844
H 0.44927 -1.30138 1.36545 0.091 0.128 -0.209 0.2421
H 2.14639 -0.79610 1.34221 -0.021 -0.307 0.072 0.3311

***

Record 5
14
Properties=species:S:1:pos:R:3:forces:R:3:mulliken_charge:R:1 method="wB97M-V/def2-TZVPD" e_above_lowest_kcal_mol=2.5 homo_ev=-9.33 homo_lumo_gap_ev=10.3673 mol_weight_da=84.118
O -0.48309 2.38845 0.43860 -0.350 0.415 0.094 -0.5742
C -1.30005 0.13456 0.13463 -0.048 0.030 0.010 -0.4203
C 0.92400 -0.71883 0.18763 0.286 -0.247 0.401 -0.5777
C -0.26815 1.24825 0.12858 -0.229 0.901 0.015 0.3422
C 1.09049 0.72971 -0.23466 0.023 -0.045 0.024 -0.4812
C -0.49805 -1.10239 -0.27022 0.073 -0.080 0.036 -0.5892
H -0.86014 -2.01808 0.20231 0.067 0.076 -0.070 0.3112
H 0.94072 -0.68666 1.30282 0.081 -0.429 -0.631 0.2506
H 1.85862 1.28973 0.30472 -0.100 -0.105 -0.123 0.2858
H 1.71942 -1.36393 -0.17632 -0.055 -0.200 0.087 0.3412
H -1.68885 0.06140 1.15700 0.048 -0.029 -0.111 0.2366
H 1.24542 0.88072 -1.30968 -0.002 -0.221 0.039 0.2661
H -0.53921 -1.24992 -1.35820 0.118 0.038 0.209 0.2788
H -2.14112 0.40700 -0.50719 0.090 -0.104 0.018 0.3300

***

Record 6
14
Properties=species:S:1:pos:R:3:forces:R:3:mulliken_charge:R:1 method="wB97M-V/def2-TZVPD" e_above_lowest_kcal_mol=113.6 homo_ev=-8.46 homo_lumo_gap_ev=9.6596 mol_weight_da=84.118
O 1.17854 1.39111 -1.09020 -0.004 -0.168 -0.059 -0.4889
C -1.50994 -0.64227 0.39730 0.242 -0.011 0.477 -0.8288
C 0.92738 0.90750 0.17815 -0.819 -0.160 0.477 -0.1605
C -0.85124 0.50262 -0.26148 0.880 0.223 1.327 -0.4362
C -0.21225 -0.85985 -0.34780 0.207 -0.453 -0.218 -0.1728
C 1.07516 -0.56841 0.40326 0.125 -0.278 -0.045 -0.5712
H -0.92264 1.54983 -0.17564 -1.140 0.892 -1.519 0.4673
H 1.30462 1.63591 0.91501 -0.469 -0.382 -0.090 0.3995
H 0.37726 1.10121 -1.58483 0.518 0.244 -0.331 0.3943
H -2.34521 -1.16824 -0.08893 0.219 0.721 0.034 0.2366
H -1.58871 -0.61938 1.47576 0.255 -0.460 0.188 0.2485
H -0.21795 -1.50661 -1.21838 -0.131 0.010 -0.059 0.3348
H 0.97850 -0.76405 1.47763 -0.013 -0.247 -0.196 0.2706
H 1.97250 -1.04775 0.01256 0.130 0.070 0.015 0.3068

***

Record 7
14
Properties=species:S:1:pos:R:3:forces:R:3:mulliken_charge:R:1 method="wB97M-V/def2-TZVPD" e_above_lowest_kcal_mol=93.1 homo_ev=-9.42 homo_lumo_gap_ev=10.0350 mol_weight_da=84.118
O 0.33261 0.58135 -2.05555 -0.117 -0.088 0.093 -0.6161
C 0.98624 0.25192 -1.00300 0.168 -0.021 -0.055 -0.3304
C 0.01957 0.32539 0.69790 -0.212 0.021 0.170 0.1702
C -1.22656 0.34733 0.12253 0.033 0.069 -0.485 -0.2979
C 0.50869 -0.87990 1.47535 0.001 -0.067 0.030 -1.2191
C -1.94081 0.45320 -0.91070 -0.009 -0.061 0.472 -0.5037
H 0.13311 -0.85426 2.50350 0.071 -0.023 -0.140 0.3470
H 1.74375 0.96309 -0.64368 -0.111 -0.075 -0.051 0.3086
H 1.28010 -0.80543 -0.88918 -0.092 0.150 -0.026 0.3022
H -2.97223 0.55673 -1.20581 0.184 -0.020 0.056 0.3508
H 1.60394 -0.89200 1.52067 -0.171 0.034 -0.036 0.3334
H -0.97143 0.47752 -1.73507 0.261 0.055 -0.028 0.4416
H 0.17096 -1.80936 1.00642 0.045 0.144 0.072 0.3568
H 0.33206 1.28441 1.11662 -0.050 -0.117 -0.072 0.3565

***

Record 8
14
Properties=species:S:1:pos:R:3:forces:R:3:mulliken_charge:R:1 method="wB97M-V/def2-TZVPD" e_above_lowest_kcal_mol=41.2 homo_ev=-9.17 homo_lumo_gap_ev=9.9426 mol_weight_da=84.118
O -1.47070 0.15612 -2.01956 0.356 -0.083 -0.170 -0.5041
C -1.09416 -0.40864 1.05822 0.096 0.141 0.146 -1.2768
C 0.27964 0.99800 -0.62908 -0.233 0.046 -0.180 -0.5905
C -0.29361 0.23015 -1.75186 -0.518 0.414 -0.908 0.0783
C 1.39140 -0.64952 0.67976 0.207 -0.236 0.390 -0.9032
C 0.20858 -0.16655 0.33978 0.692 0.757 1.043 0.6956
H -0.30591 1.80490 -0.17685 -0.202 -0.080 -0.574 0.2669
H -1.18909 -1.41157 1.48398 0.275 0.127 -0.142 0.3708
H 2.26623 -0.51672 0.04828 -0.044 0.362 0.365 0.2803
H -1.96419 -0.24538 0.41324 0.270 0.054 -0.019 0.3285
H 1.31417 1.33998 -0.79342 -0.505 -0.332 0.038 0.3391
H 0.48079 -0.42609 -2.21104 -0.339 0.034 -0.251 0.3089
H 1.52308 -1.01071 1.67777 0.169 -1.270 0.178 0.3074
H -1.14622 0.30605 1.88077 -0.224 0.066 0.085 0.2988

***

Record 9
14
Properties=species:S:1:pos:R:3:forces:R:3:mulliken_charge:R:1 method="wB97M-V/def2-TZVPD" e_above_lowest_kcal_mol=58.2 homo_ev=-9.13 homo_lumo_gap_ev=10.2410 mol_weight_da=84.118
O 2.63897 -0.24099 -1.84328 -0.696 0.425 -0.864 -0.5090
C -1.69726 0.81536 1.64365 1.848 0.064 1.421 -1.3200
C -0.55085 -0.59656 -0.09173 0.506 -1.311 0.092 -0.1328
C 0.74713 -0.92260 -0.72843 0.529 0.077 0.383 -0.1785
C -0.57090 0.38612 0.79029 0.369 0.213 0.171 -0.1828
C 1.26507 -0.01232 -1.54237 2.495 -2.231 0.933 -0.3879
H 2.64193 -0.89372 -2.55508 0.269 0.179 0.061 0.3243
H -1.80689 1.85088 1.86275 1.109 1.325 0.167 0.3682
H -1.36027 -1.29877 -0.20856 -0.574 0.220 -0.318 0.3570
H 0.87038 0.89415 -1.89650 -0.671 0.922 -0.368 0.4206
H 1.49425 -1.74711 -0.41203 -1.768 1.119 -0.486 0.2203
H -2.65226 0.72013 1.27623 -2.242 -1.731 -0.867 0.4023
H 0.42495 0.70145 1.09626 -0.175 0.709 -0.252 0.3662
H -1.44425 0.34399 2.60880 -0.997 0.021 -0.075 0.2519

***

Record 10
14
Properties=species:S:1:pos:R:3:forces:R:3:mulliken_charge:R:1 method="wB97M-V/def2-TZVPD" e_above_lowest_kcal_mol=85.3 homo_ev=-8.57 homo_lumo_gap_ev=9.6973 mol_weight_da=84.118
O 0.44200 0.95482 1.06877 0.112 0.211 -0.332 -0.3305
C -0.84535 0.89312 0.58744 -0.113 0.269 -0.470 -0.4389
C 1.19944 -0.11034 0.63889 0.294 0.065 -0.464 -0.4374
C -1.03666 0.33189 -0.62268 -0.510 0.671 -0.038 -0.2335
C 0.18773 0.30706 -1.47062 -0.118 -0.243 0.053 -0.4480
C 0.92179 -0.62867 -0.57377 0.843 0.007 0.007 -0.2354
H -1.57624 1.37324 1.22237 0.032 -0.421 0.237 0.4721
H -1.93318 -0.18722 -0.93485 -0.344 0.664 0.002 0.3284
H 1.99886 -0.38283 1.31307 -0.361 -0.225 0.225 0.4734
H 0.05069 -0.02447 -2.49966 -0.096 -0.184 0.254 0.3307
H -0.23968 -1.24283 1.81747 -0.301 -0.213 0.278 0.0165
H 1.07122 -1.66172 -0.85861 0.734 0.134 0.025 0.3277
H -0.91444 -0.91997 1.79755 0.010 -0.355 0.287 0.0201
H 0.67382 1.29791 -1.48536 -0.183 -0.379 -0.064 0.1547